(1)
Entry from the Open Molecules 2025 dataset: a cluster of 2 separate species, C33H38F6N5S in total in a non-equilibrium geometry (ωB97M-V with the def2-TZVPD basis set).

Calculated values
HOMO, eV: -10.0
Gap between HOMO and LUMO, hartree: 0.206
E_tot, eV: -69422.5028
Largest force on an atom, eV/A: 1.396

```
! wB97M-V def2-TZVPD RIJCOSX def2/J DEFGRID3
* xyz 1 1
F 3.68356 -0.88902 8.43465
C 4.40418 -1.47817 7.42819
F 5.54561 -0.75349 7.26773
F 4.77277 -2.72088 7.87845
C 3.58794 -1.58096 6.16944
C 4.03730 -1.00841 4.98701
C 3.32133 -1.22341 3.79262
N 3.86572 -0.67011 2.62560
C 3.25590 -0.58293 1.37843
S 1.72895 -1.13545 0.95967
N 4.04881 0.05794 0.47222
C 3.69009 0.15964 -0.96621
C 2.65555 1.25560 -1.18350
C 3.19829 2.67595 -0.90780
C 2.90455 3.48622 -2.18496
C 2.65360 2.42573 -3.27533
N 2.09689 1.30160 -2.53407
C 2.16888 -1.99236 3.81914
C 1.67491 -2.44921 5.03871
C 0.34864 -3.14114 5.05080
F -0.32464 -2.96394 6.23019
F -0.46739 -2.65830 4.04815
F 0.43730 -4.48861 4.83001
C 2.37948 -2.27098 6.22619
H 4.94600 -0.40799 4.97293
H 4.79835 -0.27275 2.73708
H 5.00267 0.30849 0.71173
H 4.60928 0.39506 -1.53178
H 3.26406 -0.80264 -1.28866
H 1.79464 1.00980 -0.53718
H 2.69997 3.06889 -0.01820
H 4.27541 2.65827 -0.70338
H 2.00522 4.10216 -2.03480
H 3.71661 4.15427 -2.47867
H 1.93834 2.74027 -4.03993
H 3.61086 2.15306 -3.77558
H 2.03354 0.42664 -3.04932
H 1.63009 -2.23754 2.89604
H 1.99775 -2.64885 7.17227
C -1.50532 0.42194 -8.64221
N -1.84338 1.58059 -7.83777
C -2.93051 2.37839 -8.37709
C -1.64792 1.54137 -6.46059
C -1.17406 2.68566 -5.76678
C -0.72944 2.56832 -4.46118
C -1.06044 1.42076 -3.67080
C -0.76462 1.34683 -2.26799
C -1.52758 0.63088 -1.33573
C -1.28613 0.65331 0.04380
C -2.09432 0.03176 1.04997
C -1.61134 -0.14860 2.38268
C -2.41233 -0.71975 3.36479
C -3.73759 -1.13903 3.06438
N -4.49797 -1.79344 4.00277
C -5.92792 -1.92666 3.79334
C -3.91827 -2.80374 4.87629
C -4.24133 -0.91301 1.76119
C -3.41306 -0.43339 0.75688
C -1.71297 0.34186 -4.33716
C -1.88736 0.36032 -5.71367
H -0.49339 0.06741 -8.40778
H -2.20968 -0.40524 -8.47816
H -1.54591 0.72546 -9.69068
H -3.04300 3.31802 -7.82386
H -2.72304 2.58463 -9.43066
H -3.88586 1.82735 -8.31672
H -1.05205 3.62646 -6.32133
H -0.15533 3.38573 -4.01357
H 0.04076 1.96627 -1.87263
H -2.39671 0.06349 -1.67973
H -0.41079 1.20998 0.39267
H -0.57843 0.12646 2.62428
H -2.03751 -0.85092 4.36926
H -6.38784 -0.95054 3.57590
H -6.15546 -2.59287 2.94719
H -6.36502 -2.33608 4.70695
H -2.86390 -2.59885 5.07243
H -4.46466 -2.82471 5.82245
H -3.98735 -3.81265 4.41970
H -5.27459 -1.18193 1.52711
H -3.78417 -0.39870 -0.26712
H -2.04013 -0.51719 -3.75410
H -2.25308 -0.51841 -6.24462
*
```

Results of the Mulliken charge analysis, in e, for atoms 1 through 4:
1 F -0.25
2 C 0.85
3 F -0.28
4 F -0.25

(2)
Entry from the Open Molecules 2025 dataset: a cluster of 2 separate species, C3H9NO2 in total in a non-equilibrium geometry (ωB97M-V with the def2-TZVPD basis set).

Calculated values
HOMO, eV: -8.6
Relative energy (zero: lowest compared OMol25 entry of this formula, charge and spin), kJ/mol: 222.7
Structure (SMILES): CC(=O)O.CN
Gap between HOMO and LUMO, hartree: 0.333
E_tot, eV: -8840.6475
Largest force on an atom, eV/A: 6.313

```
! wB97M-V def2-TZVPD RIJCOSX def2/J DEFGRID3
* xyz 0 1
C 1.83800 0.32613 -0.85650
C 1.16863 -0.79104 -0.04093
O 1.32963 -2.04377 -0.53042
O 0.31020 -0.57727 0.78392
H 3.01232 0.43190 -0.62833
H 1.31207 1.26332 -0.40376
H 1.49072 0.12960 -1.88140
C -2.55732 0.95506 0.00634
N -1.76237 1.70001 0.93020
H -0.83119 1.66084 0.57401
H 1.91929 -2.21800 -1.16029
H -2.02109 2.69627 1.09217
H -3.59017 0.68801 0.42554
H -2.27032 -0.04272 -0.31662
H -2.49957 1.51820 -0.89421
*
```

Results of the natural (NBO) charge analysis, in e, for atoms 1 through 4:
1 C -0.75
2 C 0.78
3 O -0.68
4 O -0.56

(3)
Entry from the Open Molecules 2025 dataset: a structure of composition C18H26FN6O4PbS2 (ωB97M-V with the def2-TZVPD basis set).

Calculated values
HOMO, eV: -3.7
Relative energy (zero: lowest compared OMol25 entry of this formula, charge and spin), kJ/mol: 1.0
Gap between HOMO and LUMO, hartree: 0.232
E_tot, eV: -65859.3129
Largest force on an atom, eV/A: 0.758

```
! wB97M-V def2-TZVPD RIJCOSX def2/J DEFGRID3
* xyz -1 1
Pb 0.28044 1.23066 -0.69151
N 2.97520 1.17492 -1.01359
C 3.75261 0.06177 -0.51039
C 3.32691 -0.20692 0.92077
N 1.91750 -0.57315 0.98306
C 1.67839 -1.93431 0.52615
C 0.33347 -2.11592 -0.16416
N 0.33834 -1.50214 -1.49021
C 1.33452 -0.41624 2.30724
C 1.23000 1.00124 2.83923
N 0.43878 1.84681 1.96062
H 3.06500 1.30567 -2.01506
H 3.19425 2.06409 -0.57691
H 4.83916 0.22274 -0.53489
H 3.55330 -0.80560 -1.14202
H 3.47642 0.70883 1.49505
H 3.98836 -0.97307 1.36726
H 1.73659 -2.63444 1.37699
H 2.46482 -2.23512 -0.17086
H -0.45507 -1.64551 0.43041
H 0.12461 -3.19482 -0.19502
H -0.57806 -1.51331 -1.92304
H 0.98868 -1.96016 -2.11616
H 1.89527 -1.01483 3.05140
H 0.32195 -0.82602 2.26467
H 2.21940 1.45164 2.95887
H 0.81696 0.89839 3.85414
H 0.34128 2.78452 2.32397
H -0.48897 1.45445 1.77134
S 0.63356 3.82213 -1.20643
C 0.08106 3.98739 -2.87933
C -0.10014 5.28965 -3.36191
C -0.55381 5.54485 -4.64388
C -0.83513 4.47945 -5.49002
C -0.64544 3.18626 -5.03702
C -0.18635 2.90739 -3.74281
S 0.02859 1.20198 -3.32594
H 0.11996 6.11279 -2.69305
H -0.69529 6.56713 -4.97417
H -1.20580 4.65288 -6.49350
H -0.85877 2.34794 -5.68919
F -1.98674 -3.34314 4.92682
C -2.26565 -3.39016 3.61200
C -2.82535 -2.34312 2.99649
N -3.18122 -2.36096 1.67196
C -3.48184 -1.09509 1.00150
C -2.27084 -0.13782 0.99315
O -2.24258 0.67033 0.04726
O -1.44995 -0.27748 1.93130
C -2.95615 -3.48212 0.89771
O -3.24799 -3.56856 -0.27748
N -2.35895 -4.53377 1.57130
C -1.93211 -4.59918 2.89704
O -1.37042 -5.58391 3.32948
H -3.06369 -1.44515 3.54601
H -4.30850 -0.60341 1.51696
H -3.77530 -1.30998 -0.01920
H -2.17521 -5.35048 1.00762
*
```

Results of the natural (NBO) charge analysis, in e, for atoms 1 through 4:
1 Pb 1.15
2 N -0.85
3 C -0.22
4 C -0.22

(4)
Entry from the Open Molecules 2025 dataset: a cluster of 11 separate species, C36H72Br8O14S7 in total in a non-equilibrium geometry (ωB97M-V with the def2-TZVPD basis set).

Calculated values
HOMO, eV: -9.6
Relative energy (zero: lowest compared OMol25 entry of this formula, charge and spin), kJ/mol: 0.0
Structure (SMILES): O=S1(=O)CCCC1.O=S1(=O)CCCC1.O=S1(=O)CCCC1.O=S1(=O)CCCC1.O=S1(=O)CCCC1.O=S1(=O)CCCC1.O=S1(=O)CCCC1.BrCCBr.BrCCBr.BrCCBr.BrCCBr
Gap between HOMO and LUMO, hartree: 0.351
E_tot, eV: -703346.8378
Largest force on an atom, eV/A: 3.877

```
! wB97M-V def2-TZVPD RIJCOSX def2/J DEFGRID3
* xyz 0 1
C 12.22688 12.23253 8.22918
C 13.62178 12.75687 8.62914
C 13.77422 13.09486 10.13728
S 12.12076 13.90894 10.36144
O 12.35028 15.36520 10.33355
O 11.42880 13.25860 11.51798
C 11.35538 13.34437 8.78328
H 11.94958 11.29274 8.70668
H 12.26228 12.14403 7.14336
H 13.83770 13.68967 8.10820
H 14.32102 11.99412 8.28654
H 14.54462 13.85202 10.28316
H 13.85202 12.16532 10.70120
H 11.31074 14.23526 8.15683
H 10.35972 13.10244 9.15508
C 10.74536 11.42947 14.34240
C 10.51766 10.79377 15.79864
C 10.65934 9.23965 15.74364
S 10.64508 8.79331 13.89946
O 9.34882 8.99284 13.22038
O 11.57686 7.74527 13.55226
C 11.50990 10.35988 13.52250
H 11.31168 12.35845 14.27620
H 9.77094 11.70848 13.94146
H 9.53006 11.03487 16.19184
H 11.37040 11.12215 16.39286
H 10.00756 8.63893 16.37802
H 11.69850 8.96659 15.92716
H 11.50214 10.53387 12.44650
H 12.57958 10.25357 13.70294
C 13.31540 16.52808 20.41134
C 14.17762 16.79430 19.16105
C 15.06200 15.60783 18.99768
S 14.08620 14.09671 19.47322
O 14.86664 13.17859 20.27488
O 13.34208 13.55640 18.28640
C 12.86100 15.07307 20.43862
H 12.48336 17.22080 20.28506
H 13.86876 16.83881 21.29754
H 14.84122 17.65275 19.26496
H 13.48256 16.85562 18.32364
H 15.85466 15.55952 19.74432
H 15.65970 15.45716 18.09871
H 12.81222 14.62283 21.43010
H 11.93302 14.96875 19.87644
C 9.52540 14.30465 16.65401
C 8.01409 14.25293 16.84124
C 7.67920 14.52589 18.30257
S 8.81070 15.91577 18.79224
O 9.43920 15.66986 20.08428
O 8.25297 17.24090 18.43514
C 10.03824 15.58323 17.38531
H 9.72110 14.31544 15.58178
H 9.92530 13.37939 17.06882
H 7.76086 13.20874 16.65782
H 7.42288 14.83718 16.13612
H 8.03996 13.65523 18.85021
H 6.63078 14.75571 18.49251
H 11.09686 15.62074 17.64220
H 9.92914 16.40114 16.67312
C 10.76158 21.72198 17.26694
C 9.94049 20.79545 18.15114
C 10.88724 19.90384 18.91612
S 12.19994 19.47428 17.64226
O 11.83824 18.17147 17.05075
O 13.56476 19.61875 18.18518
C 11.69746 20.84664 16.41336
H 11.41318 22.36158 17.86230
H 10.04426 22.28765 16.67232
H 9.25182 20.26669 17.49216
H 9.38707 21.45968 18.81495
H 10.51498 19.02684 19.44564
H 11.42412 20.45840 19.68576
H 11.18414 20.60693 15.48214
H 12.60698 21.37627 16.12987
C 13.68330 14.63825 14.84954
C 14.16524 14.74701 13.38026
C 14.29986 16.26787 13.02150
S 13.96662 17.25822 14.58086
O 13.04052 18.33742 14.27398
O 15.25146 17.50122 15.28632
C 12.98768 15.89121 15.37448
H 14.54386 14.49015 15.50192
H 13.11540 13.70983 14.90972
H 13.41188 14.41012 12.66818
H 15.11322 14.21191 13.32464
H 13.43714 16.51300 12.40202
H 15.13052 16.52421 12.36394
H 11.95958 16.00785 15.03164
H 13.05942 16.01924 16.45456
C 15.35326 10.49053 15.17852
C 14.58520 11.31194 16.21006
C 14.60906 10.58517 17.56648
S 16.36518 9.99223 17.57574
O 16.45228 8.58778 17.84423
O 17.16078 10.99982 18.35214
C 16.73286 10.28175 15.73090
H 15.38136 10.89050 14.16494
H 14.85260 9.54079 14.99026
H 13.62448 11.56790 15.76332
H 15.01954 12.31027 16.26302
H 14.07618 9.63443 17.58137
H 14.40992 11.13827 18.48436
H 17.38418 9.48227 15.37774
H 17.21158 11.25718 15.64456
Br 19.89232 15.66400 17.49933
C 19.31172 15.66473 15.59416
C 17.79457 15.51049 15.60622
Br 17.37977 13.73190 16.49475
H 19.83160 14.90497 15.01058
H 19.53454 16.68357 15.27728
H 17.41090 15.59197 14.58924
H 17.24488 16.17007 16.27770
Br 15.29192 22.29013 15.47448
C 15.79084 20.49401 14.87820
C 17.24793 20.52369 14.50018
Br 17.84660 18.67613 14.09924
H 15.04194 20.15270 14.16354
H 15.68792 19.95185 15.81818
H 17.80488 20.80585 15.39366
H 17.55154 21.11411 13.63570
Br 11.31326 19.01593 9.63015
C 10.92576 18.20225 11.36994
C 9.56594 17.38985 11.22528
Br 9.55188 16.22729 12.92768
H 11.05118 18.88381 12.21128
H 11.74772 17.50825 11.54562
H 9.55878 16.78460 10.31878
H 8.70860 18.06100 11.27648
Br 14.07842 19.77064 11.57142
C 13.73210 21.60264 12.11712
C 12.37096 21.46563 12.90528
Br 11.84990 23.23581 13.55710
H 13.81324 22.22736 11.22760
H 14.56358 21.88750 12.76180
H 12.51318 20.83927 13.78594
H 11.53630 21.16431 12.27232
*
```

Results of the Mulliken charge analysis, in e, for atoms 1 through 4:
1 C -0.48
2 C -0.85
3 C -0.46
4 S 0.98